Record 1
Entry from the OMol25 dataset: a cluster of 5 separate species, C11H26Br2FN8O4 in total (ωB97M-V with the def2-TZVPD basis set).

Geometry as XYZ:
```
52
Properties=species:S:1:pos:R:3:nbo_charge:R:1
C 4.59 -0.71 -0.29 -0.662
C 3.27 -1.51 0.09 -0.161
Br 3.32 -3.48 -0.17 -0.041
C 2.13 -0.93 0.62 -0.016
Br 2.19 1.06 0.84 -0.146
C 0.81 -1.61 1.07 -0.687
C 0.01 -2.21 -0.16 -0.448
C -1.14 -1.29 -0.70 0.212
C -1.91 -0.46 0.39 -0.667
F -2.11 -2.15 -1.37 -0.434
H 5.28 -0.63 0.61 0.198
H 5.17 -1.26 -1.08 0.210
H 4.37 0.31 -0.69 0.265
H 1.09 -2.50 1.71 0.205
H -0.45 -3.20 0.14 0.197
H 0.77 -2.47 -0.96 0.170
H -0.79 -0.57 -1.49 0.142
H -1.67 -0.74 1.45 0.251
H -1.76 0.63 0.20 0.227
H -3.01 -0.66 0.23 0.189
C -1.73 -4.69 3.02 0.767
O -0.53 -4.54 2.90 -0.634
N -2.58 -4.72 1.96 -0.851
N -2.33 -4.84 4.24 -0.858
H -3.58 -4.84 2.04 0.377
H -2.18 -4.61 1.05 0.419
H -1.73 -4.82 5.05 0.404
H -3.32 -4.96 4.37 0.377
C 2.77 -0.13 -3.52 0.774
O 3.65 0.33 -2.83 -0.666
N 2.13 0.59 -4.49 -0.857
N 2.34 -1.41 -3.38 -0.843
H 1.40 0.23 -5.07 0.380
H 2.43 1.54 -4.62 0.402
H 2.79 -1.96 -2.68 0.425
H 1.61 -1.82 -3.94 0.383
C -3.72 2.79 -0.06 0.772
O -2.74 2.74 0.65 -0.649
N -3.66 2.57 -1.41 -0.848
N -4.97 3.06 0.42 -0.853
H -4.45 2.61 -2.01 0.381
H -2.76 2.37 -1.79 0.414
H -5.05 3.22 1.40 0.407
H -5.79 3.10 -0.15 0.381
C 1.39 5.83 1.11 0.769
O 1.19 7.03 1.25 -0.697
N 2.64 5.31 0.99 -0.850
N 0.39 4.91 1.06 -0.841
H 2.83 4.33 0.88 0.403
H 3.41 5.95 1.03 0.397
H -0.55 5.25 1.14 0.405
H 0.55 3.93 0.94 0.410
```

## Properties
Total charge = -1
Gap between HOMO and LUMO = 0.170 Ha
HOMO level = -0.0826 hartree

***

Record 2
Entry from the OMol25 dataset: a cluster of 4 separate species, C15H29NO6 in total (ωB97M-V with the def2-TZVPD basis set).

Geometry as XYZ:
```
51
Properties=species:S:1:pos:R:3:nbo_charge:R:1
C -3.48 -23.02 -4.90 -0.479
N -2.79 -21.74 -5.25 0.340
O -3.10 -21.28 -6.34 -0.664
O -2.19 -21.05 -4.40 -0.691
H -4.51 -22.74 -4.67 0.152
H -2.98 -23.44 -4.02 0.191
H -3.48 -23.77 -5.69 0.186
C -5.17 -17.05 -8.48 -0.263
O -4.38 -17.18 -7.32 -0.553
C -5.13 -17.69 -6.20 -0.084
C -5.40 -19.25 -6.31 -0.106
O -6.75 -19.64 -6.71 -0.578
C -7.21 -20.96 -6.35 -0.251
H -4.60 -17.19 -9.40 0.184
H -5.59 -16.04 -8.49 0.159
H -5.92 -17.84 -8.55 0.186
H -6.01 -17.07 -6.34 0.167
H -4.54 -17.45 -5.31 0.200
H -5.25 -19.64 -5.31 0.184
H -4.72 -19.67 -7.05 0.229
H -6.61 -21.69 -6.88 0.175
H -8.22 -21.15 -6.73 0.173
H -7.12 -21.32 -5.33 0.163
C -6.97 -24.31 -3.95 -0.258
O -7.62 -25.51 -4.52 -0.564
C -9.11 -25.44 -4.71 -0.087
C -9.69 -26.44 -5.86 -0.075
O -8.82 -26.62 -6.96 -0.532
C -8.97 -25.64 -8.04 -0.262
H -6.00 -24.39 -4.46 0.213
H -6.79 -24.34 -2.88 0.169
H -7.46 -23.36 -4.15 0.169
H -9.35 -24.41 -4.97 0.159
H -9.57 -25.57 -3.73 0.170
H -10.71 -26.22 -6.20 0.169
H -9.74 -27.43 -5.41 0.182
H -8.20 -25.76 -8.81 0.196
H -8.85 -24.60 -7.75 0.180
H -9.91 -25.85 -8.54 0.162
C 1.15 -16.44 -4.19 -0.232
C 0.74 -15.38 -4.96 -0.231
C -0.51 -15.34 -5.60 -0.231
C -1.28 -16.47 -5.50 -0.203
C -0.85 -17.61 -4.82 -0.209
C 0.38 -17.62 -4.14 -0.204
H 2.12 -16.42 -3.72 0.196
H 1.42 -14.54 -4.98 0.192
H -0.87 -14.47 -6.13 0.204
H -2.27 -16.44 -5.93 0.220
H -1.47 -18.49 -4.94 0.269
H 0.83 -18.49 -3.68 0.217
```

## Properties
Total charge = -1
Gap between HOMO and LUMO (alpha / beta) = 0.119 / 0.246 Ha
HOMO level (alpha / beta) = -0.0238 / -0.1506 hartree
Multiplicity = 2

***

Record 3
Entry from the OMol25 dataset: a cluster of 13 separate species, C40H80NO14 in total (ωB97M-V with the def2-TZVPD basis set).

Geometry as XYZ:
```
135
Properties=species:S:1:pos:R:3:mulliken_charge:R:1
C -3.41 -2.79 -1.09 -1.148
C -2.77 -1.81 -0.09 0.049
O -2.04 -2.41 0.93 -0.400
N -2.74 -2.30 2.26 -0.630
C -3.42 -3.59 2.44 -0.281
C -2.47 -4.70 2.09 0.197
O -1.69 -5.19 2.90 -0.621
H -4.38 -2.41 -1.41 0.339
H -2.79 -2.93 -1.97 0.231
H -3.57 -3.77 -0.64 0.260
H -3.56 -1.19 0.34 0.053
H -2.11 -1.15 -0.67 0.365
H -4.33 -3.64 1.80 0.023
H -3.68 -3.68 3.48 0.432
H -2.46 -5.10 1.06 0.204
C 1.70 -3.64 0.60 -1.316
C 1.49 -2.74 -0.59 0.975
O 0.51 -2.86 -1.29 -0.591
C 2.54 -1.70 -0.87 -0.868
H 0.87 -4.33 0.70 0.297
H 2.63 -4.20 0.48 0.328
H 1.76 -3.04 1.51 0.369
H 3.50 -2.20 -1.06 0.088
H 2.64 -1.04 -0.01 0.524
H 2.26 -1.12 -1.74 0.131
C 3.23 -5.54 -4.92 -1.059
C 2.64 -4.57 -3.93 0.846
O 3.32 -4.09 -3.05 -0.525
C 1.17 -4.25 -4.08 -0.422
H 4.29 -5.69 -4.69 0.322
H 2.71 -6.50 -4.85 0.167
H 3.13 -5.16 -5.94 0.312
H 0.59 -5.16 -4.00 -0.044
H 1.00 -3.80 -5.06 0.353
H 0.86 -3.56 -3.31 0.038
C -0.62 -7.86 -2.81 -1.151
C 0.01 -8.26 -4.12 0.975
O 0.17 -7.47 -5.02 -0.537
C 0.44 -9.71 -4.25 -1.240
H -0.88 -6.80 -2.84 0.281
H -1.52 -8.44 -2.63 0.373
H 0.07 -8.03 -1.99 0.309
H -0.43 -10.36 -4.13 0.381
H 1.17 -9.95 -3.48 0.331
H 0.88 -9.87 -5.23 0.301
C -6.48 -0.27 5.36 -1.252
C -5.58 -0.36 4.14 0.645
O -5.50 -1.36 3.47 -0.504
C -4.77 0.86 3.78 -0.526
H -7.00 -1.22 5.49 0.326
H -5.89 -0.06 6.25 0.321
H -7.21 0.52 5.22 0.327
H -4.10 1.12 4.61 0.368
H -5.42 1.71 3.57 0.214
H -4.18 0.63 2.90 0.010
C 6.46 -2.52 0.68 -1.154
C 6.63 -1.15 0.08 0.875
O 5.73 -0.34 0.09 -0.494
C 7.97 -0.83 -0.54 -1.042
H 5.46 -2.62 1.09 0.229
H 6.62 -3.29 -0.08 0.320
H 7.19 -2.68 1.48 0.417
H 8.19 -1.53 -1.35 0.326
H 8.76 -0.91 0.21 0.346
H 7.95 0.18 -0.94 0.195
C -3.36 2.41 0.05 -0.889
C -4.25 3.42 0.74 0.810
O -5.05 3.09 1.58 -0.524
C -4.10 4.87 0.32 -0.770
H -3.56 1.41 0.44 0.060
H -3.54 2.42 -1.02 0.393
H -2.31 2.65 0.23 0.301
H -4.30 4.97 -0.74 0.449
H -3.08 5.21 0.51 -0.054
H -4.78 5.49 0.89 0.273
C 2.78 1.07 -4.61 -1.220
C 3.07 2.15 -3.59 0.902
O 2.19 2.83 -3.11 -0.521
C 4.52 2.36 -3.21 -0.844
H 1.71 1.03 -4.79 0.304
H 3.30 1.29 -5.54 0.397
H 3.11 0.11 -4.23 0.281
H 5.11 2.63 -4.09 0.358
H 4.92 1.45 -2.77 0.277
H 4.59 3.16 -2.48 0.074
C 6.30 4.21 0.31 -1.029
C 7.37 4.27 -0.75 0.909
O 7.54 3.37 -1.53 -0.533
C 8.21 5.53 -0.80 -1.175
H 5.77 3.26 0.24 0.196
H 6.75 4.30 1.30 0.415
H 5.59 5.03 0.18 0.283
H 8.74 5.66 0.14 0.340
H 7.57 6.40 -0.97 0.312
H 8.94 5.45 -1.61 0.300
C 1.43 8.37 -3.40 -1.258
C 2.25 7.28 -2.75 0.939
O 3.05 7.54 -1.87 -0.587
C 2.04 5.87 -3.24 -0.969
H 1.67 9.33 -2.96 0.319
H 1.63 8.39 -4.47 0.407
H 0.36 8.16 -3.25 0.296
H 2.27 5.81 -4.30 0.359
H 1.00 5.57 -3.10 0.331
H 2.68 5.19 -2.69 0.150
C -5.10 6.40 6.02 -1.232
C -4.59 5.89 4.69 0.775
O -4.52 6.62 3.73 -0.533
C -4.17 4.45 4.63 -0.777
H -5.36 7.45 5.93 0.316
H -5.98 5.83 6.32 0.324
H -4.33 6.28 6.78 0.325
H -5.01 3.80 4.88 0.325
H -3.36 4.26 5.34 0.409
H -3.83 4.20 3.63 0.051
C -0.26 6.58 2.14 -0.918
C -0.56 7.34 0.88 0.872
O -1.61 7.23 0.30 -0.542
C 0.53 8.26 0.37 -1.005
H -1.12 5.96 2.41 0.115
H 0.61 5.94 2.00 0.323
H -0.06 7.27 2.96 0.337
H 1.43 7.68 0.15 0.218
H 0.77 9.01 1.12 0.387
H 0.20 8.75 -0.54 0.197
C -6.46 -7.34 3.08 -1.105
C -5.18 -8.04 2.68 0.891
O -4.88 -8.20 1.53 -0.561
C -4.29 -8.53 3.81 -1.125
H -6.99 -7.03 2.19 0.282
H -7.09 -8.01 3.67 0.352
H -6.23 -6.46 3.68 0.305
H -4.83 -9.25 4.42 0.367
H -3.99 -7.69 4.43 0.323
H -3.41 -9.00 3.39 0.274
```

## Properties
Total charge = -1
Gap between HOMO and LUMO = 0.129 Ha
HOMO level = -0.0590 hartree

***

Record 4
Entry from the OMol25 dataset: a cluster of 2 separate species, C2H8N2O3S in total (ωB97M-V with the def2-TZVPD basis set).

Geometry as XYZ:
```
16
Properties=species:S:1:pos:R:3:nbo_charge:R:1
C 2.79 0.71 0.24 -0.605
C 1.81 -0.39 -0.32 -0.190
N 1.03 -1.10 0.37 -0.471
N -3.39 0.30 -0.63 -1.032
O -1.43 -1.34 -0.73 -0.883
O -0.98 1.09 -0.63 -0.928
O -1.94 -0.15 1.38 -0.946
S -1.88 0.05 -0.07 2.419
H 2.35 1.68 0.08 0.228
H 3.17 0.52 1.35 0.207
H 3.71 0.77 -0.24 0.221
H 1.85 -0.77 -1.32 0.222
H 0.85 -0.82 1.37 0.402
H -0.51 -1.64 -0.41 0.526
H -3.83 -0.23 0.17 0.405
H -3.62 1.31 -0.60 0.427
```

## Properties
Relative energy (zero: lowest compared OMol25 entry of this formula, charge and spin) = 0.0 kJ/mol
Gap between HOMO and LUMO (alpha / beta) = 0.220 / 0.284 Ha
HOMO level (alpha / beta) = -0.2036 / -0.4013 hartree
Multiplicity = 3

***

Record 5
Entry from the OMol25 dataset: a structure of composition C2H4N2O2 (ωB97M-V with the def2-TZVPD basis set).

Geometry as XYZ:
```
10
Properties=species:S:1:pos:R:3:nbo_charge:R:1
C -1.53 -0.30 0.06 -0.667
C -0.34 0.55 -0.23 -0.026
N 0.85 0.06 -0.11 0.065
N 2.54 0.87 0.04 0.314
O 1.20 -1.11 0.07 -0.468
O 3.15 -0.10 0.12 -0.105
H -1.28 -0.96 0.90 0.236
H -2.38 0.32 0.32 0.221
H -1.79 -0.94 -0.78 0.231
H -0.42 1.61 -0.41 0.199
```

## Properties
Relative energy (zero: lowest compared OMol25 entry of this formula, charge and spin) = 602.2 kJ/mol
Gap between HOMO and LUMO = 0.301 Ha
HOMO level = -0.3252 hartree

***

Record 6
Entry from the OMol25 dataset: a structure of composition C3H2Li2O3 (ωB97M-V with the def2-TZVPD basis set).

Geometry as XYZ:
```
10
Properties=species:S:1:pos:R:3:nbo_charge:R:1
C -2.49 0.59 -0.02 -0.699
C -1.59 -0.36 -0.03 0.735
O -1.02 -1.39 -0.24 -0.617
Li 0.82 -2.06 -0.27 0.964
H -3.43 0.42 -0.53 0.302
H -2.36 1.44 0.65 0.285
O 2.45 1.52 0.19 -0.665
C 1.72 0.55 0.38 0.714
Li 3.90 -0.06 -0.28 0.947
O 2.00 -0.65 0.15 -0.965
```

## Properties
Relative energy (zero: lowest compared OMol25 entry of this formula, charge and spin) = 102.5 kJ/mol
Total charge = +1
Gap between HOMO and LUMO (alpha / beta) = 0.306 / 0.315 Ha
HOMO level (alpha / beta) = -0.4527 / -0.4871 hartree
Multiplicity = 2

***

Record 7
Entry from the OMol25 dataset: a structure of composition C4H3NO2S (ωB97M-V with the def2-TZVPD basis set).

Geometry as XYZ:
```
11
Properties=species:S:1:pos:R:3:nbo_charge:R:1
C 1.79 0.06 -0.08 0.795
C 0.30 -0.04 -0.02 -0.294
C -0.37 1.17 0.12 0.048
C -0.54 -1.07 -0.07 -0.360
H 1.89 -1.87 0.14 0.484
H 0.15 2.07 0.36 0.231
H -0.42 -2.20 -0.05 0.245
N -1.66 1.11 0.05 -0.584
O 2.49 -1.11 0.14 -0.672
O 2.29 1.14 -0.14 -0.535
S -2.21 -0.42 -0.03 0.641
```

## Properties
Relative energy (zero: lowest compared OMol25 entry of this formula, charge and spin) = 65.2 kJ/mol
Gap between HOMO and LUMO = 0.374 Ha
HOMO level = -0.3710 hartree